*A*
The molecule C4H8O3, computed with the ωB97M-V functional and the def2-TZVPD basis.

structure (SMILES)	O=C(CO)CCO
Kohn-Sham gap	10.875	eV
E_HOMO	-10.201	eV

Geometry as ORCA input:
```
! wB97M-V def2-TZVPD RIJCOSX def2/J DEFGRID3
* xyz 0 1
O -0.0332 1.7565 -0.9500
C 0.1228 0.9541 -0.0487
C -0.6726 1.1095 1.2306
O -1.5583 2.1821 1.1461
C 1.0581 -0.2243 -0.1967
C 0.3997 -1.3466 -1.0090
O -0.2579 -2.1999 -0.0917
H -1.1970 0.1568 1.4136
H 0.0427 1.2420 2.0613
H -1.3867 2.5910 0.2806
H 1.9541 0.1318 -0.7133
H 1.3439 -0.6406 0.7760
H -0.3050 -0.9123 -1.7324
H 1.1663 -1.8847 -1.5820
H -0.6770 -2.9157 -0.5844
*
```

*B*
A 3-piece molecular cluster, C4H8O3 overall, computed with the ωB97M-V functional and the def2-TZVPD basis.

Kohn-Sham gap	9.142	eV
E_HOMO	-8.282	eV

Geometry as ORCA input:
```
! wB97M-V def2-TZVPD RIJCOSX def2/J DEFGRID3
* xyz 0 1
C 0.0273 0.2532 -1.5839
C -0.2367 -0.6487 -0.4204
O -1.5202 -1.1440 -0.4343
C 0.5373 -0.9735 0.6242
O 1.9048 -0.9656 0.5812
C 0.9059 1.7455 1.4738
O 1.9787 1.4534 1.7230
H -0.8326 0.9315 -1.6566
H 0.9257 0.8575 -1.4446
H 0.0902 -0.2770 -2.5390
H -2.4161 1.0112 0.2153
H -1.4945 -1.9458 0.1046
H 0.0534 -1.3466 1.5332
H 2.2605 -0.6440 1.4194
H -2.1837 1.6928 0.4042
*
```

*C*
The molecule C4H8O3, computed with the ωB97M-V functional and the def2-TZVPD basis.

structure (SMILES)	COC1(O)COC1
Kohn-Sham gap	10.648	eV
E_HOMO	-9.920	eV

Geometry as ORCA input:
```
! wB97M-V def2-TZVPD RIJCOSX def2/J DEFGRID3
* xyz 0 1
C 1.9808 0.7274 -0.2893
O 1.0027 0.1942 0.5727
C -0.1733 -0.2961 0.0159
O 0.0122 -0.9437 -1.2051
C -1.4629 0.5667 0.0207
O -2.1418 -0.4298 0.7880
C -0.9229 -1.1436 1.0385
H 2.3133 -0.0030 -1.0344
H 1.6414 1.6435 -0.7952
H 2.8278 0.9745 0.3528
H -0.2404 -0.3540 -1.9303
H -1.9010 0.7070 -0.9746
H -1.4036 1.5330 0.5355
H -0.5495 -0.9549 2.0495
H -0.9828 -2.2213 0.8550
*
```

*D*
The molecule C4H8O3, computed with the ωB97M-V functional and the def2-TZVPD basis.

structure (SMILES)	C=C(OC)OOC
Kohn-Sham gap	9.303	eV
E_HOMO	-8.397	eV

Geometry as ORCA input:
```
! wB97M-V def2-TZVPD RIJCOSX def2/J DEFGRID3
* xyz 0 1
C 1.4435 1.0881 1.2506
C 0.3817 0.3389 0.9707
O -0.1401 -0.5398 1.8491
C -0.9971 -1.5751 1.3863
O -0.3497 0.3775 -0.1901
O 0.4641 0.9691 -1.2061
C -0.1304 0.5922 -2.4278
H 1.9646 0.9275 2.1846
H 1.7783 1.8502 0.5627
H -2.0255 -1.2104 1.2979
H -0.6726 -1.9801 0.4243
H -0.9541 -2.3572 2.1466
H -1.0900 1.0974 -2.5838
H -0.2628 -0.4937 -2.4822
H 0.5901 0.9154 -3.1829
*
```

Pick *A*: it beats the second-best structure by 0.0484 hartree.

*A*
A 2-piece molecular cluster, C4H8O3 overall, computed with the ωB97M-V functional and the def2-TZVPD basis.

structure (SMILES)	O=CO/C=C\O.C
Kohn-Sham gap	9.655	eV
E_HOMO	-8.866	eV

Geometry as ORCA input:
```
! wB97M-V def2-TZVPD RIJCOSX def2/J DEFGRID3
* xyz 0 1
O -0.8082 3.0863 0.9218
C -0.9573 2.7979 -0.2496
O -0.7323 1.6474 -0.8516
C -0.2348 0.4262 -0.3034
C 0.0533 0.1327 0.9756
O -0.0331 0.9265 2.0360
H -1.3225 3.5480 -0.9599
H 0.0195 -0.2142 -1.1323
H 0.3965 -0.8733 1.2337
H -0.3128 1.8329 1.7186
C 0.7892 -2.6618 -0.6786
H 1.6475 -1.9836 -0.6353
H 0.7562 -3.1502 -1.6539
H 0.8751 -3.4110 0.1107
H -0.1362 -2.1038 -0.5318
*
```

*B*
A 2-piece molecular cluster, C4H8O3 overall, computed with the ωB97M-V functional and the def2-TZVPD basis.

Kohn-Sham gap	10.964	eV
E_HOMO	-10.074	eV

Geometry as ORCA input:
```
! wB97M-V def2-TZVPD RIJCOSX def2/J DEFGRID3
* xyz 0 1
C -2.0926 -0.2196 0.2465
O -0.7683 0.2109 0.0138
C -0.3522 1.5440 -2.1186
O -1.4445 1.7247 -2.3828
C 0.2950 -0.4869 0.6311
C 1.6293 0.0372 0.0893
O 2.6503 -0.6397 0.8044
H -2.2773 -1.2380 -0.1282
H -2.3924 -0.1735 1.3051
H -2.7434 0.4677 -0.3070
H 0.2822 -0.3301 1.7193
H 0.2487 -1.5699 0.4385
H 1.7083 -0.1567 -0.9900
H 1.6922 1.1250 0.2384
H 3.5029 -0.3390 0.4655
*
```

Pick *A*: it beats the second-best structure by 0.0047 hartree.

*A*
A 2-piece molecular cluster, C7H17NO overall, computed with the ωB97M-V functional and the def2-TZVPD basis.

structure (SMILES)	CCN(C)C(C)=O.CC
Kohn-Sham gap	9.587	eV
E_HOMO	-8.744	eV

Geometry as ORCA input:
```
! wB97M-V def2-TZVPD RIJCOSX def2/J DEFGRID3
* xyz 0 1
C 2.3704 0.3586 1.5283
C 1.4795 1.5105 0.8551
N 0.5737 0.9760 -0.0977
C -0.5254 0.1917 0.5122
C 1.1546 0.4223 -1.3949
C 2.6183 0.2777 -1.4003
O 0.3441 0.2831 -2.2065
H 3.3841 0.1190 1.2681
H 1.5423 -0.4786 1.6201
H 2.5639 0.3978 2.6051
H 1.3453 2.3440 1.6067
H 2.4546 1.9350 0.3478
H -1.4585 -0.1739 -0.0915
H -0.2087 -0.4912 1.2180
H -0.9356 0.9193 1.1720
H 3.3738 1.0513 -0.9035
H 2.7534 -0.6949 -0.8440
H 3.1751 0.1461 -2.3555
C -3.8425 -2.4418 0.8787
C -3.6658 -0.9677 0.4413
H -4.5170 -2.5743 1.6826
H -3.8626 -3.2492 0.0811
H -2.8665 -2.6972 1.4610
H -4.4335 -0.2748 0.8754
H -3.8008 -0.9130 -0.7364
H -2.8127 -0.5701 0.8077
*
```

*B*
The molecule C7H17NO, computed with the ωB97M-V functional and the def2-TZVPD basis.

structure (SMILES)	CC(C)(C)C[C@](C)(N)O
Kohn-Sham gap	10.234	eV
E_HOMO	-9.447	eV

Geometry as ORCA input:
```
! wB97M-V def2-TZVPD RIJCOSX def2/J DEFGRID3
* xyz 0 1
C 1.1716 -1.3240 -0.6033
C 1.1058 0.1255 -0.1371
C 1.4732 0.2255 1.3422
C 2.1898 0.9762 -0.9585
C -0.2065 0.8088 -0.4747
C -1.5859 0.0985 -0.0635
C -1.7438 -0.2406 1.4161
N -1.7794 -1.1082 -0.8285
O -2.5397 1.1077 -0.4205
H 0.4150 -1.9234 -0.1066
H 2.1521 -1.7418 -0.3816
H 0.9991 -1.3894 -1.6744
H 0.8884 -0.4578 1.9489
H 1.3255 1.2375 1.7127
H 2.5224 -0.0336 1.4762
H 1.9866 0.9503 -2.0264
H 3.1728 0.5424 -0.7900
H 2.1989 2.0084 -0.6166
H -0.2887 0.9395 -1.5549
H -0.2472 1.7923 -0.0063
H -1.4572 0.6059 2.0329
H -2.7870 -0.4870 1.6294
H -1.1448 -1.1088 1.6702
H -2.6869 -1.5241 -0.6413
H -1.7163 -0.9176 -1.8213
H -3.4177 0.8377 -0.1232
*
```

Pick *B*: it beats the second-best structure by 0.1682 hartree.

*A*
C7H17NO as an isolated structure, computed with the ωB97M-V functional and the def2-TZVPD basis.

Kohn-Sham gap	8.793	eV
E_HOMO	-7.970	eV

Geometry as ORCA input:
```
! wB97M-V def2-TZVPD RIJCOSX def2/J DEFGRID3
* xyz 0 1
C 1.4115 1.1344 -0.8031
C 0.4865 -1.1892 0.1776
C 1.0499 0.9642 -2.2488
C 0.8785 2.1133 -0.0271
C 1.2327 -0.9920 1.4818
H 2.3064 0.6169 -0.4831
H 0.0817 -2.2002 0.1235
H 1.1244 -1.2196 -0.7025
H 1.0489 -0.0821 -2.5453
H -0.8471 1.3081 0.7243
H 0.0591 1.3682 -2.4648
H 1.7605 1.4966 -2.8836
H 0.2456 2.8745 -0.4684
H 1.3770 2.4239 0.8804
H 0.8231 -0.1618 2.0631
H 2.2956 -0.7965 1.3302
H 1.1646 -1.8648 2.1378
C -1.9644 -1.2002 1.4550
C -1.4309 -0.5883 0.1852
O -1.9620 -1.2452 -0.9155
N -1.5843 0.7845 0.1463
H -1.8483 -0.6843 -1.6948
H -1.3876 1.1821 -0.7675
H -1.7135 -2.2572 1.4952
H -3.0501 -1.0891 1.4766
H -1.5580 -0.6964 2.3278
*
```

*B*
The molecule C7H17NO, computed with the ωB97M-V functional and the def2-TZVPD basis.

structure (SMILES)	CCN[C@@H](C)C(C)(C)O
Kohn-Sham gap	8.772	eV
E_HOMO	-7.846	eV

Geometry as ORCA input:
```
! wB97M-V def2-TZVPD RIJCOSX def2/J DEFGRID3
* xyz 0 1
C -0.7471 1.8699 1.9805
C -0.4303 0.3808 2.0293
N 0.8547 0.0658 1.4502
C 0.9233 0.2034 0.0451
C 2.2617 -0.3369 -0.4345
C -0.6199 -0.4635 -0.8094
C -0.5488 0.2551 -2.1618
C -0.3946 -1.9653 -0.9355
O -2.0176 -0.3971 -0.4632
H -0.6729 2.2647 0.9698
H -1.7640 2.0407 2.3298
H -0.0583 2.4338 2.6063
H -1.1628 -0.1762 1.3489
H -0.4474 0.0200 3.0594
H 1.1536 -0.8571 1.7471
H 0.8227 1.2599 -0.2043
H 3.0693 0.2547 -0.0019
H 2.3548 -0.2892 -1.5173
H 2.3999 -1.3694 -0.1155
H 0.4290 0.1656 -2.6284
H -0.7759 1.3154 -2.0321
H -1.2718 -0.1643 -2.8659
H -1.1572 -2.4137 -1.5744
H 0.5681 -2.1933 -1.3835
H -0.4691 -2.4277 0.0490
H -2.2996 0.5238 -0.4877
*
```

Pick *B*: it beats the second-best structure by 0.0579 hartree.

*A*
An isolated ion of composition C8H14N3O and charge +1, computed with the ωB97M-V functional and the def2-TZVPD basis.

Kohn-Sham gap (alpha / beta)	7.442 / 7.441	eV
E_HOMO (alpha / beta)	-11.137 / -11.137	eV

Geometry as ORCA input:
```
! wB97M-V def2-TZVPD RIJCOSX def2/J DEFGRID3
* xyz 1 1
C -1.0741 -1.5534 -0.9403
C 1.2505 -1.3806 0.8431
C 1.0237 -2.5895 -0.1226
C -0.3947 1.9495 0.1592
C -1.3290 0.8028 -0.4341
C 0.6746 -0.1484 0.1133
C -2.5707 1.1444 -1.0951
C 1.9405 1.8072 0.8687
N -0.1673 -2.5428 -0.9053
N -0.6166 -0.2758 -0.3692
N 0.5940 1.1497 0.7694
O -2.1595 -1.7332 -1.4644
H 0.6105 -1.4086 1.7029
H 2.3651 -1.1296 1.0059
H 1.8387 -2.7058 -0.8896
H 0.9566 -3.4686 0.5938
H 0.0592 2.5761 -0.5741
H -0.9929 2.5111 0.9033
H -2.8750 0.3755 -1.7496
H -2.5683 2.0844 -1.4897
H -3.3698 1.0812 -0.1805
H 1.9899 2.4070 1.7778
H 2.5902 1.0155 1.0911
H 2.2485 2.3877 0.0792
H -0.3857 -3.3184 -1.4543
H 0.3614 0.9625 1.7607
*
```

*B*
An isolated ion of composition C8H14N3O and charge +1, computed with the ωB97M-V functional and the def2-TZVPD basis.

structure (SMILES)	CN1C(=[NH2+])N[C@@](C)(C2CC2)C1=O
Kohn-Sham gap	10.798	eV
E_HOMO	-13.863	eV

Geometry as ORCA input:
```
! wB97M-V def2-TZVPD RIJCOSX def2/J DEFGRID3
* xyz 1 1
C 2.4064 1.6784 0.1650
N 1.4848 0.6459 -0.1172
C 1.5949 -0.7030 0.1003
N 2.6521 -1.2469 0.6155
N 0.4871 -1.3452 -0.1053
C -0.5683 -0.3570 -0.6109
C -0.6394 -0.1428 -2.2061
C -1.8345 -0.4846 0.1906
C -1.9604 -0.0763 1.6075
C -2.6936 0.7208 0.5551
C 0.1591 1.0181 -0.3154
O -0.2468 2.1237 -0.2828
H 3.2851 1.3197 0.6233
H 2.6075 2.1588 -0.7217
H 1.9717 2.6064 0.6682
H 3.4274 -0.6346 0.4793
H 2.6601 -2.1950 0.9839
H 0.4313 -2.4128 0.0920
H -0.9398 -1.0690 -2.6126
H 0.2486 0.2386 -2.7464
H -1.4126 0.6674 -2.3971
H -2.5297 -1.2840 -0.1186
H -1.2294 0.4992 2.1418
H -2.4331 -0.7051 2.3445
H -3.7561 0.4826 0.4884
H -2.3986 1.7266 0.4466
*
```

*C*
An isolated ion of composition C8H14N3O and charge +1, computed with the ωB97M-V functional and the def2-TZVPD basis.

structure (SMILES)	C[C@@]1(c2c[nH]c(=[NH2+])[nH]2)CCCO1
Kohn-Sham gap	9.717	eV
E_HOMO	-12.515	eV

Geometry as ORCA input:
```
! wB97M-V def2-TZVPD RIJCOSX def2/J DEFGRID3
* xyz 1 1
C 0.0242 2.2653 0.0847
C -0.0236 0.9161 -0.5322
C -0.2660 -0.0617 0.7030
C -1.2813 -0.3194 1.5829
N -0.8359 -1.0486 2.5669
C 0.4091 -1.4892 2.3176
N 1.1185 -2.4377 2.9683
N 0.8098 -0.8503 1.1664
C -1.1154 0.8474 -1.6414
C -0.2896 0.4346 -2.9124
C 0.9104 -0.2880 -2.4170
O 1.2625 0.4649 -1.1667
H -1.0374 2.6403 0.3587
H 0.5073 2.9723 -0.6446
H 0.7464 2.2884 0.9938
H -2.3218 -0.0377 1.6084
H -1.4614 -1.2299 3.3312
H 1.0219 -2.6949 3.9363
H 1.8977 -2.8907 2.5289
H 1.6971 -0.8418 0.7088
H -1.7042 1.7313 -1.7830
H -1.8464 0.0307 -1.5435
H -0.7775 -0.2913 -3.5563
H -0.0509 1.2846 -3.5508
H 0.8932 -1.2902 -2.0449
H 1.7132 -0.1045 -3.0631
*
```

Pick *C*: it beats the second-best structure by 0.0216 hartree.

*A*
A 3-piece molecular cluster, CH7NO2 overall, computed with the ωB97M-V functional and the def2-TZVPD basis.

Kohn-Sham gap	4.599	eV
E_HOMO	-8.945	eV

Geometry as ORCA input:
```
! wB97M-V def2-TZVPD RIJCOSX def2/J DEFGRID3
* xyz 0 1
N 0.6125 -0.8292 -0.4062
C -0.3388 -0.5281 0.6786
O 2.2855 0.9685 0.0509
H -0.8912 -1.3741 1.0355
H 0.2872 -0.8564 -1.3713
H -1.1817 0.0651 0.2036
H -0.0529 0.1763 1.4864
H 2.9675 1.4180 -0.4133
H 1.5481 -0.3334 -0.3468
H -3.3818 0.4442 -0.1040
O -2.4792 0.2107 -0.2657
*
```

*B*
A 4-piece molecular cluster, CH7NO2 overall, computed with the ωB97M-V functional and the def2-TZVPD basis.

Kohn-Sham gap	8.742	eV
E_HOMO	-10.107	eV

Geometry as ORCA input:
```
! wB97M-V def2-TZVPD RIJCOSX def2/J DEFGRID3
* xyz 0 1
C 1.5034 -0.2550 -0.6787
N 0.6269 -1.0671 0.1604
H 1.0601 1.3580 -0.5413
H 2.5068 -0.7866 -0.5864
H 1.0392 -2.0501 0.0572
H -0.2271 1.2805 0.7462
H 0.3970 0.0122 1.1088
O -0.0809 0.7179 1.6022
H -2.0933 0.1116 -1.8346
H -0.9168 0.1127 -0.9124
O -1.8159 0.4023 -0.9883
*
```

Pick *B*: it beats the second-best structure by 0.0776 hartree.

*A*
CH7NO2 as an isolated structure, computed with the ωB97M-V functional and the def2-TZVPD basis.

Kohn-Sham gap	4.458	eV
E_HOMO	-9.207	eV

Geometry as ORCA input:
```
! wB97M-V def2-TZVPD RIJCOSX def2/J DEFGRID3
* xyz 0 1
C -0.1315 -0.5522 0.1605
N -0.9137 0.1894 -0.8489
H 0.3445 0.0713 0.9420
H -0.7528 -1.2771 0.6265
H -0.0914 0.6427 -1.5292
H -1.5618 0.8647 -0.4600
H 1.0446 1.4242 -2.7909
O 0.9342 0.9561 -1.9937
H 0.6748 -1.0126 -0.3572
H 0.2491 -0.7206 3.5899
O 0.2041 -0.5860 2.6610
*
```

*B*
A 3-piece molecular cluster, CH7NO2 overall, computed with the ωB97M-V functional and the def2-TZVPD basis.

structure (SMILES)	C=N.O.O
Kohn-Sham gap	10.283	eV
E_HOMO	-9.437	eV

Geometry as ORCA input:
```
! wB97M-V def2-TZVPD RIJCOSX def2/J DEFGRID3
* xyz 0 1
C 2.9126 -1.5237 0.7279
N 1.8520 -1.8915 1.3394
H 3.6669 -1.1219 1.3815
H 2.8958 -1.2166 -0.3781
H 1.4526 -2.6468 0.7792
O -2.4493 -0.5279 -1.3206
H -1.7914 -0.1860 -1.9143
H -2.9227 -1.0054 -1.9943
O -1.6388 3.1158 0.2637
H -2.6053 3.1408 0.2129
H -1.3722 3.8632 0.9028
*
```

Pick *B*: it beats the second-best structure by 0.2289 hartree.

*A*
A 3-piece molecular cluster, C3H14N2O2 overall, computed with the ωB97M-V functional and the def2-TZVPD basis.

structure (SMILES)	C[C@@H](N)CN.O.O
Kohn-Sham gap	10.279	eV
E_HOMO	-9.540	eV

Geometry as ORCA input:
```
! wB97M-V def2-TZVPD RIJCOSX def2/J DEFGRID3
* xyz 0 1
C -0.2819 0.3437 -1.4467
C -0.2027 -0.3848 -0.0317
N -1.2648 -1.2812 0.3048
C 1.2125 -0.9473 -0.0281
N 1.6600 -1.1506 1.3619
H -1.1970 0.9204 -1.6357
H -0.3286 -0.4546 -2.2067
H 0.5753 0.9684 -1.6898
H -0.2083 0.4757 0.6396
H -1.7460 -1.6691 -0.4975
H -1.9675 -0.7780 0.8282
H 1.0577 -1.8901 -0.5849
H 1.8942 -0.3547 -0.6275
H 0.8476 -1.5189 1.8530
H 2.3283 -1.9157 1.3363
O -3.4284 1.6605 -0.4072
H -3.5494 2.1738 -1.2163
H -2.6204 2.0968 -0.0956
O 2.2595 1.6111 1.4797
H 1.9184 0.7094 1.6891
H 3.0412 1.3852 0.9753
*
```

*B*
A 3-piece molecular cluster, C3H14N2O2 overall, computed with the ωB97M-V functional and the def2-TZVPD basis.

structure (SMILES)	NCCCN.O.O
Kohn-Sham gap	10.191	eV
E_HOMO	-9.403	eV

Geometry as ORCA input:
```
! wB97M-V def2-TZVPD RIJCOSX def2/J DEFGRID3
* xyz 0 1
N 0.7722 1.9454 0.1947
C 0.1722 0.7220 -0.4105
C 1.1806 -0.0685 -1.3239
C 0.7865 -1.4757 -1.7765
N 0.0376 -2.3621 -0.7836
H 1.7311 2.0680 0.1712
H 0.5681 2.8014 -0.3524
H -0.1344 0.0655 0.4685
H -0.6833 0.9657 -1.1281
H 2.0975 -0.2005 -0.6386
H 1.4907 0.5930 -2.1902
H 0.3899 -1.3716 -2.8741
H 1.6886 -2.0945 -1.9524
H -0.3721 -3.2494 -1.1627
H -0.7375 -1.8548 -0.4398
O -0.4808 0.8132 2.7101
H -0.2795 1.7790 2.2810
H 0.1801 0.2538 2.2857
O -2.9632 0.0223 2.0390
H -3.1674 -0.1158 2.9341
H -2.2768 0.7639 1.9486
*
```

Pick *A*: it beats the second-best structure by 0.0453 hartree.